[1]
16
Properties=species:S:1:pos:R:3:forces:R:3:mulliken_charge:R:1 method="wB97M-V/def2-TZVPD" lumo_ev=1.17 homo_energy_ha=-0.419 de_lowest_kcal_mol=19.32 gap_ha=0.4620 smiles=CC.CC charge=0
H 3.635 -0.277 0.392 0.68 -0.27 0.06 0.288
H 1.782 0.733 -0.285 0.01 1.05 -1.71 0.348
H -1.617 1.054 0.722 0.13 -0.24 0.27 0.274
H 0.738 -0.632 0.213 -0.48 0.39 -0.23 0.034
H 2.901 -1.244 1.651 -0.08 -0.25 -0.27 0.260
H -2.677 -0.329 0.723 -1.91 -0.39 0.63 0.428
H -2.650 -0.170 -1.886 0.07 0.46 -0.38 0.246
C 2.797 -0.928 0.609 0.12 2.28 1.11 -0.947
H 1.405 0.569 1.367 -0.10 -0.48 -0.49 0.298
C -1.946 0.171 0.174 0.63 2.21 -2.58 -0.809
C 1.581 0.003 0.425 0.22 -1.52 2.39 -0.662
H -1.718 1.407 -1.820 -0.56 -0.38 0.48 0.280
H -3.437 1.200 -1.069 0.88 0.13 -0.66 0.245
H -1.167 -0.566 0.159 0.64 0.03 -0.57 0.145
C -2.450 0.746 -1.319 -0.15 -1.81 2.82 -0.752
H 2.826 -1.738 -0.056 -0.09 -1.20 -0.86 0.324

***

[2]
48
Properties=species:S:1:pos:R:3:forces:R:3:mulliken_charge:R:1 method="wB97M-V/def2-TZVPD" lumo_ev="-5.65 / -5.64" homo_energy_ha="-0.417 / -0.417" gap_ha="0.2095 / 0.2101" charge=+1
C 0.730 -3.636 3.655 -0.04 0.06 -0.06 -0.497
N -0.891 -1.037 -0.144 0.01 -0.26 0.32 0.297
C -1.733 1.198 0.270 0.02 -0.01 0.00 -0.366
H 3.582 -1.765 1.846 0.01 0.01 0.00 0.419
N 1.720 -1.387 -4.133 0.05 -0.11 -0.14 -0.660
C 0.859 -3.695 2.278 -0.02 0.09 0.13 0.751
N -1.302 1.693 -2.869 -0.09 -0.05 -0.01 -0.675
H -1.111 5.220 -1.418 0.01 0.01 0.01 0.341
C 0.843 1.276 -2.292 0.18 0.00 0.02 0.258
H 0.744 -0.479 1.882 -0.01 0.00 0.00 0.195
H 1.994 -3.117 0.538 -0.03 -0.01 0.01 0.450
H -1.121 4.716 -3.926 0.01 0.00 0.00 0.342
H -2.564 3.741 -3.696 0.00 0.01 0.00 0.285
S 0.854 2.987 -2.482 -0.03 -0.01 -0.01 -0.110
C 1.880 -3.030 1.612 0.07 -0.05 0.02 -0.281
H -2.552 5.814 -2.241 -0.01 0.01 -0.01 0.389
C -0.843 2.892 -2.887 -0.01 -0.01 -0.01 0.327
C 0.063 0.328 1.646 -0.01 0.04 0.02 0.089
H 0.806 1.654 3.149 0.01 0.00 0.01 0.444
C -0.791 2.544 2.025 0.00 0.01 0.00 -0.728
H -0.072 -5.524 1.906 0.05 0.00 -0.10 0.275
H -2.406 3.169 0.759 0.00 0.00 0.01 0.492
N 1.915 0.520 -1.977 -0.07 0.17 0.13 -0.269
H 1.954 -0.377 -2.464 0.02 -0.02 -0.03 0.229
C 1.627 -2.866 4.383 0.04 0.02 -0.02 -0.527
C 0.093 1.521 2.347 -0.01 -0.01 0.00 -0.620
S -1.233 -3.249 -1.815 0.14 0.80 -0.33 -0.081
C -0.757 -3.253 -0.166 0.06 0.10 0.55 0.381
H -0.068 -4.172 4.152 -0.01 -0.01 0.00 0.447
C 2.644 -2.184 3.733 -0.03 -0.03 0.01 -0.582
H -2.443 1.057 -0.535 0.00 0.00 0.00 0.540
N -0.015 -4.574 1.556 -0.19 -0.12 -0.31 0.199
C -2.007 4.914 -1.960 -0.01 0.01 0.01 -0.934
C 0.586 -1.417 -4.364 -0.10 0.07 -0.14 0.547
C -1.660 4.099 -3.205 -0.01 0.00 -0.03 -0.571
S -1.099 -1.411 -4.528 0.09 -0.14 0.19 -0.358
N -0.353 0.781 -2.504 0.25 -0.29 0.09 0.292
H -2.636 4.334 -1.286 0.01 0.00 0.00 0.162
C 2.772 -2.274 2.351 0.00 -0.01 -0.01 -0.590
N -0.674 -2.077 0.545 -0.01 0.02 -0.35 -0.398
Ir -1.119 -1.124 -2.153 -0.45 -0.39 -0.12 0.607
H 1.531 -2.808 5.458 0.00 0.00 0.01 0.412
N -0.577 -4.438 0.412 0.13 0.16 0.16 -0.653
H 2.803 0.996 -1.945 0.00 0.00 0.01 0.270
H -0.767 3.471 2.582 0.00 0.01 0.00 0.428
H 3.348 -1.593 4.302 0.01 0.01 0.01 0.439
C -1.707 2.379 0.995 0.01 -0.02 0.00 -0.632
C -0.851 0.182 0.611 0.00 -0.03 -0.04 0.225